Entry one
Entry from OMol25: the molecule C7H9N (ωB97M-V/def2-TZVPD).

Results
LUMO (eV): 1.1
HOMO (Eh): -0.3195
Molecular weight (g/mol): 107.16
Orbital gap (eV): 9.810
Spin multiplicity: 1

Each line ends with the Löwdin charge.
Cartesian coordinates (Å):
C (-1.94, 1.75, 2.43)  0.13
C (-1.23, 0.86, 2.05)  -0.09
C (-0.50, -0.22, 1.49)  -0.23
C (0.60, 0.07, 0.53)  -0.25
C (1.65, -0.57, -0.40)  -0.12
C (0.83, -0.52, -1.71)  -0.16
C (-0.66, -0.33, -1.28)  -0.17
H (-2.61, 2.50, 2.80)  0.03
H (-0.38, -1.00, 2.23)  0.14
H (0.53, 1.12, 0.27)  0.13
H (2.54, 0.07, -0.47)  0.10
H (1.95, -1.58, -0.15)  0.10
H (0.85, -1.46, -2.26)  0.10
H (1.22, 0.23, -2.41)  0.11
H (-1.39, -0.99, -1.76)  0.11
H (-0.92, 0.74, -1.49)  0.12
N (-0.54, -0.65, 0.13)  -0.05

Entry two
Entry from OMol25: the molecule C7H9N (ωB97M-V/def2-TZVPD).

Results
LUMO (eV): 0.6
HOMO (Eh): -0.3369
Molecular weight (g/mol): 107.16
Orbital gap (eV): 9.798
Spin multiplicity: 1

Each line ends with the Löwdin charge.
Cartesian coordinates (Å):
C (-2.22, -0.65, -0.47)  -0.06
C (-1.06, -1.18, 0.06)  -0.04
C (-2.25, 0.68, -0.13)  -0.21
C (-0.34, -0.12, 0.71)  -0.28
C (2.21, -0.91, 0.30)  0.04
C (1.22, -0.04, 0.21)  -0.26
C (1.35, 1.29, -0.45)  -0.08
N (-1.26, 1.06, 0.56)  0.07
H (-2.94, -1.00, -1.08)  0.06
H (-0.69, -2.22, -0.11)  0.13
H (-3.08, 1.38, -0.26)  0.12
H (3.26, -0.67, 0.22)  0.07
H (2.13, -1.90, 0.51)  0.02
H (-0.39, -0.51, 1.79)  0.19
H (0.64, 1.34, -1.27)  0.09
H (2.39, 1.52, -0.88)  0.11
H (1.01, 1.93, 0.27)  0.04

It comes down to entry two, which is 205.4 kJ/mol more stable than the next structure.

Entry one
Entry from OMol25: C7H9N as an isolated structure (ωB97M-V/def2-TZVPD).

Results
LUMO (eV): 0.4
HOMO (Eh): -0.3019
Molecular weight (g/mol): 107.16
Orbital gap (eV): 8.574
Spin multiplicity: 1

Each line ends with the Löwdin charge.
Cartesian coordinates (Å):
C (0.56, -2.48, 0.76)  0.06
C (0.23, -1.30, 0.07)  -0.22
C (-0.69, -1.18, -1.09)  -0.05
C (-0.62, 0.20, -1.53)  -0.07
C (0.12, 1.11, -0.74)  -0.49
C (0.73, 1.49, 1.06)  -0.08
C (0.01, 0.21, 0.59)  -0.20
H (1.16, -2.24, 1.69)  0.07
H (0.44, -3.44, 0.28)  0.04
H (-1.39, -1.94, -1.46)  0.10
H (-1.53, 0.38, -2.34)  0.15
H (1.08, 1.22, -1.06)  0.10
H (-1.52, 1.89, 0.38)  0.20
H (1.04, 1.62, 2.16)  0.10
H (1.73, 1.80, 0.33)  0.16
H (-0.98, 0.35, 0.96)  0.10
N (-0.38, 2.31, -0.06)  0.04

Entry two
Entry from OMol25: the molecule C7H9N (ωB97M-V/def2-TZVPD).

Results
LUMO (eV): 0.8
HOMO (Eh): -0.3131
Molecular weight (g/mol): 107.16
Orbital gap (eV): 9.364
Spin multiplicity: 1

Each line ends with the Löwdin charge.
Cartesian coordinates (Å):
C (0.38, -1.93, 0.35)  -0.13
C (-0.23, -0.70, 0.78)  -0.40
C (-0.55, -0.81, 2.10)  -0.01
C (0.22, 0.22, -1.46)  -0.11
C (0.45, 1.43, -1.97)  -0.10
C (-0.07, 2.44, -1.02)  -0.08
C (-0.24, 1.73, 0.04)  -0.19
H (0.20, -2.23, -0.94)  0.15
H (-0.20, -2.62, 1.10)  0.08
H (1.56, -2.29, 0.46)  0.14
H (-1.39, 0.02, 2.64)  0.13
H (-0.32, -1.61, 2.89)  0.09
H (0.38, -0.85, -1.78)  0.09
H (0.62, 1.33, -3.06)  0.11
H (-0.29, 3.59, -1.21)  0.14
H (-0.34, 1.88, 1.19)  0.16
N (-0.16, 0.40, -0.12)  -0.06

It comes down to entry two, which is 330.3 kJ/mol more stable than the next structure.

Entry one
Entry from OMol25: the molecule C2H3FO2 (ωB97M-V/def2-TZVPD).

Results
LUMO (eV): 0.9
HOMO (Eh): -0.3493
Molecular weight (g/mol): 78.04
Orbital gap (eV): 10.416
Spin multiplicity: 1

Each line ends with the Löwdin charge.
Cartesian coordinates (Å):
C (0.28, 0.28, -0.68)  -0.13
C (-0.19, -0.59, 0.48)  -0.19
O (-0.29, 1.46, -0.14)  -0.12
O (-0.69, 0.87, 1.11)  -0.06
F (0.72, -1.16, 1.26)  0.09
H (1.38, 0.36, -0.74)  0.13
H (-0.15, 0.01, -1.64)  0.12
H (-1.06, -1.22, 0.36)  0.15

Entry two
Entry from OMol25: a 3-piece molecular cluster, C2H3FO2 overall (ωB97M-V/def2-TZVPD).

Results
LUMO (alpha / beta) (eV): -0.9 / -0.9
HOMO (alpha / beta) (Eh): -0.3501 / -0.3503
Molecular weight (g/mol): 78.04
Orbital gap (alpha / beta) (eV): 8.649 / 8.655
Spin multiplicity: 1

Each line ends with the Löwdin charge.
Cartesian coordinates (Å):
C (-1.25, -0.22, -0.39)  -0.13
C (0.80, 0.61, 0.77)  0.10
O (-1.69, 0.57, 0.40)  0.00
O (1.51, 0.79, -0.07)  0.16
F (2.31, -0.61, -0.86)  -0.44
H (-1.18, -1.24, -0.05)  0.09
H (0.59, 0.09, 1.62)  0.12
H (-1.09, 0.01, -1.42)  0.10

Entry three
Entry from OMol25: C2H3FO2 as an isolated structure (ωB97M-V/def2-TZVPD).

Results
LUMO (alpha / beta) (eV): -1.9 / -1.9
HOMO (alpha / beta) (Eh): -0.3864 / -0.3864
Molecular weight (g/mol): 78.04
Orbital gap (alpha / beta) (eV): 8.603 / 8.602
Spin multiplicity: 1

Each line ends with the Löwdin charge.
Cartesian coordinates (Å):
C (-1.03, -0.73, 0.85)  -0.03
C (-0.08, 0.22, 0.25)  -0.26
O (-0.39, -2.42, 0.81)  -0.18
O (0.75, -0.57, -0.55)  -0.17
F (-1.99, -0.48, 1.67)  0.20
H (-0.70, 0.95, -0.45)  0.18
H (0.49, 0.66, 1.09)  0.15
H (0.43, -1.60, -0.09)  0.10

It comes down to entry one, which is 156.6 kJ/mol more stable than the next structure.

Entry one
Entry from OMol25: a 2-piece molecular cluster, C3H9N3 overall (ωB97M-V/def2-TZVPD).

Results
LUMO (eV): 1.0
HOMO (Eh): -0.3062
Molecular weight (g/mol): 87.13
Orbital gap (eV): 9.300
Spin multiplicity: 1

Each line ends with the Löwdin charge.
Cartesian coordinates (Å):
C (0.07, 0.52, -2.40)  -0.02
C (-0.59, -0.62, -2.28)  -0.26
N (-0.85, -1.12, -0.94)  -0.02
H (0.63, 1.05, -1.64)  0.05
H (0.33, 0.80, -3.30)  -0.02
H (-0.95, -1.23, -3.05)  0.08
H (-0.84, -0.31, -0.29)  0.02
H (-1.90, -1.32, -0.96)  0.09
N (1.05, -0.64, 2.13)  0.04
C (0.54, 0.77, 2.13)  -0.25
N (-0.30, 1.09, 1.19)  0.07
H (1.97, -0.56, 2.50)  0.03
H (1.19, -1.00, 1.13)  0.10
H (0.83, 1.32, 2.97)  0.09
H (-0.76, 1.93, 1.27)  0.01

Entry two
Entry from OMol25: the molecule C3H9N3 (ωB97M-V/def2-TZVPD).

Results
LUMO (eV): 1.0
HOMO (Eh): -0.3390
Molecular weight (g/mol): 87.13
Orbital gap (eV): 10.195
Spin multiplicity: 1

Each line ends with the Löwdin charge.
Cartesian coordinates (Å):
C (-2.24, -0.09, 0.99)  -0.12
C (-1.38, 0.49, -0.28)  -0.20
C (0.01, -0.10, -0.34)  -0.46
H (-3.30, 0.25, 0.91)  0.05
H (-2.22, -1.24, 1.15)  0.08
H (-1.72, 0.21, 2.03)  0.10
H (-1.87, 0.14, -1.24)  0.11
H (-1.34, 1.63, -0.20)  0.11
H (0.96, -1.63, -0.87)  0.01
H (1.06, 1.77, 0.31)  0.14
H (2.40, -0.70, 0.56)  0.08
H (2.60, -0.04, -0.86)  0.08
N (0.01, -1.32, -0.78)  0.11
N (1.11, 0.76, 0.06)  -0.08
N (2.47, 0.26, 0.14)  -0.01

It comes down to entry one, which is 5.1 kJ/mol more stable than the next structure.

Entry one
Entry from OMol25: C6H8OS as an isolated structure (ωB97M-V/def2-TZVPD).

Results
LUMO (eV): -0.6
HOMO (Eh): -0.2975
Molecular weight (g/mol): 128.20
Orbital gap (eV): 7.491
Spin multiplicity: 1

Each line ends with the Löwdin charge.
Cartesian coordinates (Å):
C (1.10, -0.41, 1.81)  -0.15
C (-0.19, 0.29, 1.62)  -0.05
C (1.61, -1.04, 0.75)  -0.16
C (-0.63, 0.11, 0.36)  -0.41
C (0.64, 0.90, -2.25)  -0.02
C (-1.94, 0.32, -0.33)  -0.08
O (0.01, -2.03, -1.29)  -0.42
S (0.48, -0.78, -0.71)  0.89
H (1.65, -0.35, 2.69)  0.09
H (-0.71, 0.80, 2.42)  0.12
H (2.62, -1.37, 0.73)  0.08
H (0.61, 1.66, -1.44)  -0.06
H (1.55, 0.97, -2.88)  -0.06
H (-1.91, 1.18, -0.88)  0.04
H (-2.75, 0.24, 0.47)  0.11
H (-2.13, -0.48, -1.08)  0.09

Entry two
Entry from OMol25: the molecule C6H8OS (ωB97M-V/def2-TZVPD).

Results
LUMO (eV): 0.9
HOMO (Eh): -0.3180
Molecular weight (g/mol): 128.20
Orbital gap (eV): 9.517
Spin multiplicity: 1

Each line ends with the Löwdin charge.
Cartesian coordinates (Å):
C (1.48, -1.54, 1.66)  -0.01
C (1.84, -0.69, 0.73)  -0.19
C (0.97, -0.27, -0.41)  -0.59
C (-1.35, 0.56, -0.67)  -0.58
C (-1.94, 1.67, 0.06)  -0.04
C (-0.50, 1.28, 0.22)  -0.34
H (0.60, -2.15, 1.63)  0.04
H (2.29, -1.72, 2.43)  0.08
H (2.91, -0.32, 0.70)  0.13
H (1.51, -0.58, -1.36)  0.13
H (-1.28, 0.88, -1.69)  0.11
H (-2.39, 1.68, 1.05)  0.11
H (-2.31, 2.54, -0.63)  0.15
H (-0.34, 0.92, 1.27)  0.16
O (0.79, 1.19, -0.48)  -0.10
S (-0.65, -1.05, -0.58)  0.97

Entry three
Entry from OMol25: the molecule C6H8OS (ωB97M-V/def2-TZVPD).

Results
LUMO (eV): 0.9
HOMO (Eh): -0.2877
Molecular weight (g/mol): 128.20
Orbital gap (eV): 8.709
Spin multiplicity: 1

Each line ends with the Löwdin charge.
Cartesian coordinates (Å):
C (-2.30, -1.76, -1.68)  0.01
C (-1.50, -1.30, -0.73)  -0.17
C (-1.55, 0.12, -0.36)  -0.18
C (-0.26, 0.76, 0.32)  -0.60
C (1.26, -0.08, 1.67)  -0.23
C (2.12, 0.30, 0.75)  -0.40
H (-2.41, -2.77, -1.90)  0.02
H (-3.03, -1.25, -2.30)  0.07
H (-0.88, -1.91, -0.09)  0.11
H (-1.90, 0.78, -1.16)  0.12
H (-2.29, 0.28, 0.46)  0.13
H (-0.57, 1.74, 0.58)  0.09
H (1.48, -0.55, 2.58)  0.11
H (3.20, 0.32, 0.87)  0.08
O (-0.08, 0.07, 1.48)  -0.08
S (1.28, 0.91, -0.67)  0.92

Entry four
Entry from OMol25: the molecule C6H8OS (ωB97M-V/def2-TZVPD).

Results
LUMO (eV): 0.2
HOMO (Eh): -0.3283
Molecular weight (g/mol): 128.20
Orbital gap (eV): 9.170
Spin multiplicity: 1

Each line ends with the Löwdin charge.
Cartesian coordinates (Å):
C (2.03, -0.67, 0.01)  -0.12
C (2.17, 0.66, -0.07)  -0.41
C (0.66, -1.13, -0.02)  -0.33
C (-0.38, 0.37, 0.02)  -0.66
C (-1.29, 0.31, 1.19)  -0.10
C (-1.22, 0.11, -1.22)  -0.08
O (0.16, -2.23, -0.08)  0.08
S (0.80, 1.71, 0.02)  0.98
H (2.86, -1.46, 0.06)  0.14
H (3.17, 1.24, -0.07)  0.11
H (-2.18, 0.75, 1.02)  0.04
H (-0.77, 0.79, 2.00)  0.07
H (-1.53, -0.65, 1.56)  0.08
H (-2.23, 0.53, -1.14)  0.09
H (-1.33, -0.95, -1.27)  0.08
H (-0.91, 0.61, -2.02)  0.02

It comes down to entry four, which is 49.7 kJ/mol more stable than the next structure.

Entry one
Entry from OMol25: the molecule C6H8OS (ωB97M-V/def2-TZVPD).

Results
LUMO (eV): 1.0
HOMO (Eh): -0.3292
Molecular weight (g/mol): 128.20
Orbital gap (eV): 9.909
Spin multiplicity: 1

Each line ends with the Löwdin charge.
Cartesian coordinates (Å):
C (1.27, -0.07, 1.34)  -0.20
C (0.16, -1.58, -0.35)  -0.14
C (-0.66, -0.88, -1.08)  -0.14
C (-1.18, 0.50, -0.95)  -0.24
C (-0.74, 0.92, 0.36)  -0.58
C (0.76, 0.96, 0.42)  -0.57
H (2.43, 0.01, 1.44)  0.15
H (0.73, 0.07, 2.33)  0.14
H (0.34, -2.62, -0.71)  0.13
H (-1.09, -1.36, -2.07)  0.15
H (-0.56, 1.01, -1.67)  0.12
H (-2.26, 0.56, -1.21)  0.13
H (-1.22, 0.41, 1.22)  0.14
H (1.14, 0.86, -0.62)  0.12
O (0.90, -1.37, 0.83)  -0.10
S (-0.02, 2.58, 0.71)  0.87

Entry two
Entry from OMol25: C6H8OS as an isolated structure (ωB97M-V/def2-TZVPD).

Results
LUMO (eV): 0.8
HOMO (Eh): -0.3099
Molecular weight (g/mol): 128.20
Orbital gap (eV): 9.251
Spin multiplicity: 1

Each line ends with the Löwdin charge.
Cartesian coordinates (Å):
C (-0.61, 1.84, -1.41)  -0.38
C (-1.29, 1.28, -0.13)  -0.21
C (-0.29, 0.14, 0.25)  -0.62
C (-0.82, -1.24, 0.47)  -0.15
C (1.19, -1.05, 1.68)  -0.07
C (0.83, 0.26, 1.36)  -0.04
H (-0.05, 2.70, -1.24)  0.03
H (-1.18, 1.86, -2.35)  0.07
H (-1.50, 1.81, 0.77)  0.10
H (-2.19, 0.81, -0.44)  0.09
H (-1.03, -1.80, -0.39)  0.10
H (-1.68, -1.25, 1.13)  0.13
H (1.97, -1.66, 2.15)  0.12
H (1.47, 1.14, 1.36)  0.09
O (0.28, -2.03, 1.14)  -0.13
S (0.49, 0.33, -1.46)  0.86

Entry three
Entry from OMol25: the molecule C6H8OS (ωB97M-V/def2-TZVPD).

Results
LUMO (eV): 0.1
HOMO (Eh): -0.3188
Molecular weight (g/mol): 128.20
Orbital gap (eV): 8.767
Spin multiplicity: 1

Each line ends with the Löwdin charge.
Cartesian coordinates (Å):
C (-1.78, 0.03, -0.23)  -0.86
C (-0.46, 0.43, -0.29)  -0.36
C (0.37, 0.30, 1.12)  -0.11
C (1.58, -0.49, 0.78)  -0.13
C (1.71, -0.74, -0.53)  -0.10
C (0.44, -0.49, -1.20)  -0.16
H (-1.97, 1.94, 0.15)  0.16
H (-0.37, 1.38, -0.68)  0.11
H (0.59, 1.41, 1.34)  0.13
H (-0.28, -0.21, 2.07)  0.17
H (2.21, -0.79, 1.50)  0.06
H (2.73, -1.07, -0.77)  0.11
H (-0.30, -1.48, -1.06)  0.12
H (0.49, 0.06, -2.24)  0.15
O (-2.48, 1.14, -0.18)  0.00
S (-2.48, -1.43, 0.22)  0.70

Entry four
Entry from OMol25: the molecule C6H8OS (ωB97M-V/def2-TZVPD).

Results
LUMO (eV): -0.1
HOMO (Eh): -0.3400
Molecular weight (g/mol): 128.20
Orbital gap (eV): 9.107
Spin multiplicity: 1

Each line ends with the Löwdin charge.
Cartesian coordinates (Å):
C (-0.58, -0.07, 0.87)  -0.63
C (0.43, 1.07, 0.95)  -0.21
C (0.97, 1.25, -0.50)  -0.09
C (0.86, -0.13, -1.09)  -0.39
C (-0.08, -0.89, -0.27)  -0.27
C (-0.31, -2.21, -0.36)  0.14
H (-2.43, 0.66, -0.59)  -0.15
H (-0.63, -0.64, 1.80)  0.10
H (1.19, 0.74, 1.66)  0.11
H (0.04, 2.04, 1.31)  0.11
H (0.32, 1.90, -1.10)  0.13
H (1.95, 1.70, -0.48)  0.12
H (-0.96, -2.71, 0.37)  0.09
H (0.08, -2.73, -1.20)  0.07
O (1.43, -0.50, -2.09)  0.10
S (-2.28, 0.55, 0.72)  0.76

It comes down to entry four, which is 154.3 kJ/mol more stable than the next structure.

Entry one
Entry from OMol25: the molecule CH6P2S (ωB97M-V/def2-TZVPD).

Results
LUMO (eV): 0.7
HOMO (Eh): -0.3237
Molecular weight (g/mol): 112.07
Orbital gap (eV): 9.467
Spin multiplicity: 1

Each line ends with the Löwdin charge.
Cartesian coordinates (Å):
C (0.39, 0.31, 0.67)  -0.82
P (-0.18, 1.90, -0.05)  0.74
P (-0.04, -1.16, -0.17)  0.22
S (0.87, -2.84, 0.50)  0.03
H (0.02, 0.05, 1.77)  0.09
H (1.55, 0.28, 0.65)  0.07
H (-1.45, 1.47, -0.23)  -0.16
H (0.07, 1.79, -1.46)  -0.10
H (-1.44, -1.13, -0.26)  -0.02
H (0.21, -0.66, -1.41)  -0.06

Entry two
Entry from OMol25: a 2-piece molecular cluster, CH6P2S overall (ωB97M-V/def2-TZVPD).

Results
LUMO (alpha / beta) (eV): -0.9 / -0.6
HOMO (alpha / beta) (Eh): -0.3056 / -0.2958
Molecular weight (g/mol): 112.07
Orbital gap (alpha / beta) (eV): 7.389 / 7.496
Spin multiplicity: 1

Each line ends with the Löwdin charge.
Cartesian coordinates (Å):
C (1.21, 1.59, -0.19)  -0.40
P (-2.01, -0.91, 0.17)  0.65
P (1.52, -1.63, -0.26)  0.34
S (2.17, 0.21, 0.27)  0.38
H (0.28, 1.38, -0.57)  -0.07
H (1.21, 2.28, 0.58)  -0.04
H (-3.13, -0.81, 0.93)  -0.20
H (-2.46, -0.61, -0.98)  -0.25
H (-1.64, 0.48, 0.29)  -0.15
H (2.85, -1.98, -0.25)  -0.25

It comes down to entry one, which is 270.6 kJ/mol more stable than the next structure.

Entry one
Entry from OMol25: the molecule CH6P2S (ωB97M-V/def2-TZVPD).

Results
LUMO (eV): -0.3
HOMO (Eh): -0.2966
Molecular weight (g/mol): 112.07
Orbital gap (eV): 7.777
Spin multiplicity: 1

Each line ends with the Löwdin charge.
Cartesian coordinates (Å):
C (-1.95, 1.46, -0.05)  -0.44
P (2.35, -1.44, 0.20)  0.47
P (-0.90, 0.15, -0.36)  0.24
S (0.87, 0.25, 0.62)  0.11
H (-2.13, 1.28, 1.10)  0.01
H (-2.81, 1.32, -0.75)  -0.02
H (3.31, -0.49, -0.20)  -0.19
H (2.96, -1.33, 1.61)  -0.10
H (-1.18, -1.21, -0.32)  -0.08
H (-0.53, 0.01, -1.84)  0.01

Entry two
Entry from OMol25: a 2-piece molecular cluster, CH6P2S overall (ωB97M-V/def2-TZVPD).

Results
LUMO (eV): -0.2
HOMO (Eh): -0.3188
Molecular weight (g/mol): 112.07
Orbital gap (eV): 8.478
Spin multiplicity: 1

Each line ends with the Löwdin charge.
Cartesian coordinates (Å):
C (1.11, 1.26, -0.58)  -0.52
P (-1.94, -1.71, 1.31)  0.36
P (0.43, 0.37, 0.83)  0.45
S (-1.52, -0.04, -0.01)  -0.01
H (0.52, 1.16, -1.57)  0.05
H (2.12, 0.96, -0.77)  0.01
H (1.17, 2.33, -0.46)  0.02
H (-1.03, -1.22, 2.28)  -0.20
H (-0.93, -2.64, 0.88)  -0.18
H (1.18, -1.59, 0.57)  0.02

It comes down to entry two, which is 90.8 kJ/mol more stable than the next structure.